DFT (ωB97M-V/def2-TZVPD) results for C37H33IKN5O5S2 as an isolated structure.

Element x y z (Å)
K: -0.584 0.469 0.980
C: 4.209 0.494 1.350
C: 4.704 1.943 1.294
C: 6.015 2.027 0.519
C: 3.610 2.833 0.734
C: 2.532 3.183 1.549
C: 1.462 3.914 1.060
C: 1.427 4.325 -0.273
C: 0.254 5.095 -0.815
C: 2.509 3.995 -1.076
C: 3.585 3.265 -0.583
H: 4.980 -0.174 1.746
H: 3.929 0.142 0.353
H: 3.323 0.395 1.978
H: 4.898 2.277 2.319
H: 5.911 1.603 -0.483
H: 6.790 1.452 1.031
H: 6.362 3.059 0.416
H: 2.524 2.853 2.584
H: 0.627 4.138 1.716
H: 0.360 5.257 -1.889
H: 0.164 6.072 -0.332
H: -0.667 4.535 -0.642
H: 2.496 4.277 -2.123
H: 4.391 3.003 -1.257
N: -2.427 -6.378 4.097
C: -1.653 -5.201 3.946
C: -2.222 -4.050 3.402
C: -1.478 -2.891 3.283
C: -0.154 -2.863 3.703
C: 0.412 -3.997 4.260
C: -0.335 -5.161 4.384
S: 0.813 -1.381 3.476
O: -0.145 -0.295 3.545
O: 1.858 -1.410 4.469
N: 1.261 -1.406 1.954
C: 2.142 -2.289 1.446
N: 2.685 -3.279 2.197
C: 3.534 -4.094 1.590
C: 3.886 -3.983 0.259
C: 3.272 -2.937 -0.430
N: 2.422 -2.110 0.131
H: -3.176 -6.421 3.420
H: -1.861 -7.211 4.021
H: -3.254 -4.057 3.068
H: -1.936 -2.000 2.871
H: 1.444 -3.966 4.582
H: 0.117 -6.046 4.821
H: 3.955 -4.884 2.210
H: 4.583 -4.659 -0.217
H: 3.479 -2.758 -1.484
I: 2.299 0.457 -2.529
C: 0.915 -0.347 -3.884
C: 1.375 -0.733 -5.114
C: 0.471 -1.233 -6.074
C: -0.859 -1.313 -5.777
C: -1.350 -0.915 -4.506
C: -2.735 -0.982 -4.221
C: -3.177 -0.621 -2.979
C: -2.254 -0.202 -1.995
C: -0.888 -0.041 -2.176
C: -0.457 -0.432 -3.493
H: 2.428 -0.646 -5.351
H: 0.840 -1.542 -7.046
H: -1.568 -1.685 -6.511
H: -3.413 -1.327 -4.997
H: -4.234 -0.670 -2.731
H: -2.706 0.045 -1.034
O: -5.431 1.805 2.545
S: -4.796 1.145 1.426
O: -5.101 -0.259 1.270
N: -3.215 1.435 1.362
C: -2.889 2.262 0.350
O: -1.763 2.700 0.115
C: -4.061 2.578 -0.548
C: -4.056 3.277 -1.742
C: -5.256 3.396 -2.429
C: -6.429 2.827 -1.933
C: -6.425 2.117 -0.738
C: -5.220 2.008 -0.073
H: -3.127 3.683 -2.121
H: -5.284 3.923 -3.376
H: -7.347 2.930 -2.498
H: -7.323 1.653 -0.350

Cartesian forces (eV/Å) of the 6 atoms listed first:
K 0.260 -0.128 -0.473
C -0.019 0.020 0.000
C -0.024 -0.062 -0.057
C 0.040 0.006 -0.033
C 0.034 0.013 0.050
C -0.086 0.018 0.019

For the relative energy (zero: lowest compared OMol25 entry of this formula, charge and spin), the calculation gives 22.5 kcal/mol. Its net charge is -2. The calculation puts the HOMO energy at -1.45 eV. As for the spin multiplicity: 1. The value obtained for the lowest unoccupied orbital energy is 4.1 eV.

DFT (ωB97M-V/def2-TZVPD) results for C37H33N8O3SW as an isolated structure.

Element x y z (Å)
W: 0.324 -0.214 -0.221
C: -3.324 -2.463 0.890
C: -3.891 -2.796 -0.333
C: -3.248 -2.421 -1.500
C: -2.052 -1.724 -1.425
N: -1.514 -1.400 -0.235
C: -2.142 -1.758 0.896
C: -1.283 -1.283 -2.601
C: -1.673 -1.538 -3.903
C: -0.887 -1.087 -4.952
C: 0.280 -0.397 -4.666
C: 0.615 -0.180 -3.347
N: -0.142 -0.611 -2.325
H: -3.796 -2.730 1.824
H: -4.828 -3.335 -0.378
H: -3.685 -2.664 -2.456
H: -1.681 -1.448 1.825
H: -2.584 -2.078 -4.109
H: -1.184 -1.275 -5.975
H: 0.925 -0.030 -5.452
H: 1.522 0.344 -3.080
N: 1.088 -0.292 1.846
C: 1.186 -1.649 2.343
C: 1.321 -1.956 3.667
C: 1.427 -3.304 4.076
C: 1.408 -4.314 3.157
C: 1.256 -4.022 1.779
C: 1.222 -5.008 0.770
C: 1.062 -4.633 -0.539
C: 0.895 -3.279 -0.847
N: 0.920 -2.324 0.069
C: 1.126 -2.675 1.381
H: 0.467 0.283 2.475
H: 2.012 0.138 1.839
H: 1.354 -1.164 4.406
H: 1.531 -3.527 5.129
H: 1.498 -5.346 3.468
H: 1.318 -6.053 1.040
H: 1.041 -5.361 -1.338
H: 0.737 -2.968 -1.872
S: 2.904 0.044 -0.769
C: 4.209 -1.001 -0.249
N: 5.412 -0.368 -0.260
C: 6.591 -0.940 0.052
C: 6.629 -2.255 0.428
C: 5.425 -2.953 0.459
C: 4.230 -2.339 0.124
H: 5.409 0.609 -0.535
H: 7.463 -0.306 -0.015
H: 7.569 -2.722 0.681
H: 5.422 -3.999 0.741
H: 3.320 -2.911 0.128
N: 0.771 1.743 -0.879
C: 1.020 2.822 -1.235
N: 1.287 4.007 -1.648
C: 1.421 4.330 -3.090
C: 2.829 4.850 -3.330
O: 3.103 5.937 -2.476
C: 3.073 5.571 -1.116
C: 1.681 5.099 -0.722
H: 0.686 5.102 -3.318
H: 1.200 3.441 -3.679
H: 2.924 5.211 -4.352
H: 3.560 4.044 -3.170
H: 3.343 6.453 -0.539
H: 3.807 4.778 -0.916
H: 0.958 5.905 -0.844
H: 1.646 4.733 0.302
O: -0.709 1.293 2.928
C: -1.368 1.546 1.928
N: -1.161 0.998 0.662
C: -2.154 1.507 -0.210
O: -2.231 1.178 -1.370
C: -3.010 2.436 0.559
C: -4.106 3.182 0.179
C: -4.708 3.964 1.164
C: -4.226 3.983 2.470
C: -3.121 3.221 2.846
C: -2.530 2.456 1.861
H: -4.482 3.161 -0.835
H: -5.570 4.567 0.912
H: -4.723 4.600 3.206
H: -2.746 3.227 3.860

Cartesian forces (eV/Å) of the 6 atoms listed first:
W 0.387 -0.235 0.049
C -0.022 -0.014 -0.021
C 0.010 0.005 0.020
C 0.022 -0.002 -0.021
C -0.035 -0.033 0.062
N -0.101 -0.022 -0.082

For the relative energy (zero: lowest compared OMol25 entry of this formula, charge and spin), the calculation gives 0.0 kcal/mol. Its net charge is +3. The calculation puts the HOMO energy (alpha / beta) at -15.93 / -16.07 eV. As for the spin multiplicity: 3. The value obtained for the lowest unoccupied orbital energy (alpha / beta) is -8.3 / -8.9 eV.

DFT (ωB97M-V/def2-TZVPD) results for C37H34BrF5N3RhSeSi as an isolated structure.

Element x y z (Å)
Rh: -0.058 -0.516 -0.446
N: 0.289 -0.440 1.759
C: 1.683 -0.379 2.128
C: 2.080 -0.487 3.460
C: 3.428 -0.474 3.782
C: 4.387 -0.391 2.789
C: 4.018 -0.289 1.437
C: 4.945 -0.263 0.380
C: 4.484 -0.094 -0.919
C: 3.131 0.034 -1.149
N: 2.212 -0.055 -0.178
C: 2.631 -0.235 1.105
H: -0.188 0.413 2.061
H: -0.164 -1.202 2.270
H: 1.330 -0.582 4.236
H: 3.729 -0.537 4.817
H: 5.437 -0.410 3.043
H: 5.995 -0.378 0.591
H: 5.170 -0.055 -1.750
H: 2.759 0.214 -2.145
F: 1.666 -1.914 -2.815
C: 0.697 -1.148 -3.362
C: -0.278 -0.584 -2.533
C: -1.267 0.093 -3.256
F: -2.339 0.621 -2.610
C: -1.254 0.274 -4.635
F: -2.237 0.967 -5.235
C: -0.231 -0.270 -5.398
F: -0.200 -0.100 -6.726
C: 0.737 -1.022 -4.746
F: 1.703 -1.619 -5.460
C: 0.553 7.586 0.063
C: 0.358 6.110 -0.095
C: 0.602 5.230 0.950
C: 0.312 3.881 0.847
C: 0.594 2.967 1.997
C: -0.261 3.393 -0.335
Se: -1.100 1.670 -0.303
C: -0.416 4.245 -1.438
C: -0.868 3.735 -2.769
C: -0.110 5.588 -1.294
H: 1.033 7.819 1.010
H: -0.417 8.087 0.036
H: 1.155 7.993 -0.747
H: 1.011 5.606 1.877
H: 1.181 3.473 2.759
H: 1.166 2.107 1.651
H: -0.331 2.620 2.463
H: -0.004 3.358 -3.320
H: -1.319 4.530 -3.356
H: -1.586 2.924 -2.666
H: -0.255 6.248 -2.137
C: 1.884 -3.472 -0.209
Si: 0.028 -2.912 -0.213
C: -0.848 -4.040 -1.511
C: -0.669 -3.457 1.503
C: 0.203 -3.598 2.583
C: -0.216 -4.156 3.777
C: -1.532 -4.559 3.927
C: -2.422 -4.388 2.879
C: -1.993 -3.847 1.679
H: 1.963 -4.462 0.232
H: 2.522 -2.803 0.358
H: 2.271 -3.513 -1.219
H: -0.789 -5.069 -1.171
H: -0.354 -3.977 -2.474
H: -1.894 -3.800 -1.653
H: 1.231 -3.286 2.481
H: 0.491 -4.286 4.584
H: -1.854 -5.012 4.853
H: -3.454 -4.689 2.998
H: -2.694 -3.749 0.863
Br: -2.826 0.382 2.631
C: -3.595 -0.348 1.044
C: -4.966 -0.345 0.936
C: -5.532 -0.884 -0.216
C: -4.665 -1.425 -1.166
C: -3.310 -1.373 -0.947
N: -2.741 -0.823 0.140
H: -5.578 0.068 1.721
H: -6.600 -0.884 -0.358
H: -5.047 -1.864 -2.073
H: -2.614 -1.773 -1.668

Cartesian forces (eV/Å) of the 6 atoms listed first:
Rh -0.151 -0.473 0.242
N -0.061 0.080 0.172
C -0.388 -0.246 1.168
C -0.763 0.096 -1.381
C 1.184 0.078 -0.275
C -0.340 -0.129 0.626

The calculation puts the HOMO energy (alpha / beta) at -6.74 / -6.68 eV. As for the spin multiplicity: 1. The value obtained for the lowest unoccupied orbital energy (alpha / beta) is -0.9 / -1.2 eV.